Record 1
Below is a structure of composition C5H11N3 at a distorted geometry, with properties calculated with ωB97M-V/def2-TZVPD.

gap between HOMO and LUMO: 9.62 eV
charge: 0
E_HOMO: -8.87 eV
spin multiplicity: 1

Last column: Mulliken charge in e.
CARTESIAN COORDINATES (ANGSTROEM)
C -2.488 -0.078 -0.393  -0.662
C -0.651 -0.623 0.815  -1.029
C 0.175 0.671 0.582  0.214
C 0.695 1.473 -0.485  -0.318
C 2.875 -1.081 -0.062  -0.379
H -2.213 0.916 -0.690  0.281
H -2.822 0.278 0.880  0.206
H -3.363 -0.506 -1.051  0.273
H -0.654 -0.990 -1.055  0.349
H -1.356 -0.370 1.532  0.514
H -0.140 -1.515 1.284  0.314
H -0.189 1.408 1.404  0.262
H 0.420 1.346 -1.495  0.299
H 0.919 2.575 -0.391  0.247
H 3.765 -0.754 0.473  0.312
H 3.021 -1.795 -0.905  0.255
N -1.283 -1.187 -0.320  -0.478
N 1.548 0.654 0.333  -0.352
N 1.742 -0.423 -0.456  -0.308

Record 2
Below is a cluster of 2 separate species, C4H7IN2 in total at a distorted geometry, with properties calculated with ωB97M-V/def2-TZVPD.

gap between HOMO and LUMO (alpha / beta): 8.55 / 8.55 eV
charge: 0
E_HOMO (alpha / beta): -8.55 / -8.55 eV
spin multiplicity: 1

Last column: Mulliken charge in e.
CARTESIAN COORDINATES (ANGSTROEM)
C -1.376 -1.233 0.181  0.258
C -0.707 0.770 -1.213  -1.198
C 1.324 -1.232 -0.451  -0.904
C -0.617 -0.031 0.007  0.557
N -1.974 -2.210 0.395  -0.450
N -0.324 0.826 1.067  -0.577
I 2.621 -0.168 0.826  0.013
H 0.100 1.540 -1.459  0.303
H -1.738 1.087 -1.453  0.293
H -0.533 0.080 -2.023  0.396
H 1.435 -0.967 -1.499  0.369
H 1.277 -2.201 -0.039  0.426
H 0.601 1.142 0.879  0.179
H -0.263 0.286 1.945  0.336

Record 3
Below is an isolated molecule of C3H5NO2 at a distorted geometry, with properties calculated with ωB97M-V/def2-TZVPD.

gap between HOMO and LUMO: 11.06 eV
SMILES: N=C1OCCO1
charge: 0
E_HOMO: -10.10 eV
spin multiplicity: 1

Last column: Mulliken charge in e.
CARTESIAN COORDINATES (ANGSTROEM)
N -1.957 -0.608 -1.454  -0.427
C -0.979 -0.283 -0.773  0.434
O -0.650 -0.937 0.508  -0.379
C 0.511 -0.376 1.111  -0.222
C 0.990 0.768 0.106  -0.220
O 0.051 0.736 -0.973  -0.384
H -2.588 -0.549 -2.257  0.254
H 1.326 -1.116 1.230  0.239
H 0.295 0.080 2.096  0.237
H 0.981 1.740 0.635  0.233
H 2.019 0.545 -0.229  0.235

Record 4
Below is an isolated molecule of C6H11F at a distorted geometry, with properties calculated with ωB97M-V/def2-TZVPD.

gap between HOMO and LUMO: 9.32 eV
SMILES: CC(C)=C(C)CF
charge: 0
E_HOMO: -8.47 eV
spin multiplicity: 1

Last column: Mulliken charge in e.
CARTESIAN COORDINATES (ANGSTROEM)
C -2.047 -0.003 -0.138  -1.190
C -0.592 -0.340 -0.059  0.736
C -0.475 -1.853 0.140  -1.207
C 0.532 0.554 -0.101  0.319
C 0.740 2.073 -0.077  -1.127
C 1.890 -0.276 0.238  -0.411
F 2.138 -1.426 -0.458  -0.280
H -2.497 -0.437 -1.085  0.317
H -2.882 -0.113 0.457  0.393
H -1.846 1.145 -0.228  0.147
H 0.388 -2.482 0.014  0.403
H -1.149 -2.218 1.007  0.274
H -1.236 -2.135 -0.703  0.260
H 0.856 2.244 -1.289  0.270
H 1.816 2.486 0.512  0.302
H -0.236 2.736 0.337  0.288
H 1.988 -0.536 1.429  0.205
H 2.612 0.581 0.005  0.303

Record 5
Below is an isolated molecule of C5H13NO at a distorted geometry, with properties calculated with ωB97M-V/def2-TZVPD.

gap between HOMO and LUMO: 7.12 eV
charge: 0
E_HOMO: -6.39 eV
spin multiplicity: 1

Last column: Mulliken charge in e.
CARTESIAN COORDINATES (ANGSTROEM)
C 0.187 0.846 0.468  0.580
C 1.562 0.501 0.847  -0.948
C -0.924 -1.640 0.609  -1.004
C -0.808 -0.731 -1.660  -0.992
C 0.049 2.011 -0.488  -1.677
N -0.257 -0.691 -0.301  0.016
O 1.634 0.058 2.217  -0.540
H 1.943 -0.853 2.251  0.298
H -0.541 0.910 1.282  0.292
H 2.288 1.303 0.688  0.232
H 0.860 -0.810 -0.235  0.531
H -0.217 -0.094 -2.318  0.316
H -0.808 -2.656 0.229  0.355
H -0.443 -1.564 1.583  0.315
H -1.988 -1.407 0.692  0.353
H -0.758 -1.752 -2.043  0.363
H -1.848 -0.398 -1.674  0.329
H 0.831 1.990 -1.251  0.389
H 0.167 2.937 0.077  0.395
H -0.929 2.039 -0.975  0.396

Record 6
Below is an isolated molecule of C2H2FN3S, with properties calculated with ωB97M-V/def2-TZVPD.

gap between HOMO and LUMO: 9.61 eV
SMILES: Fc1nn[nH]c1S
charge: 0
E_HOMO: -9.13 eV
spin multiplicity: 1

Last column: Mulliken charge in e.
CARTESIAN COORDINATES (ANGSTROEM)
F 2.064 -0.193 0.216  -0.258
C 0.890 0.401 0.044  0.487
N 0.761 1.728 -0.127  -0.253
N -0.499 2.005 -0.268  -0.505
N -1.167 0.852 -0.210  0.238
C -0.341 -0.205 -0.012  0.196
S -0.859 -1.876 0.131  -0.238
H -2.155 0.832 -0.308  0.191
H 0.358 -2.359 0.313  0.143

no.,M (g/mol),E_tot (eV)
1,113.2,-9826.7517
2,210.0,-15339.2022
3,87.1,-8775.4003
4,102.2,-9113.4695
5,103.2,-8929.7785
6,119.1,-20127.9839